Molecular formula: C7H19NSi
Method: DFT, ωB97M-V/def2-TZVPD

The value obtained for the total energy is -622.1816 hartree. The calculation puts the HOMO energy (alpha / beta) at -6.400 / -9.277 eV. As for the expectation value of S²: 2.01. For the relative energy (zero: lowest compared OMol25 entry of this formula, charge and spin), the calculation gives 0.000 eV.

Geometry as ORCA input:
```
! RIJCOSX wB97M-V def2-TZVPD def2/J DEFGRID3
* xyz 0 3
C 2.24307 -0.43823 -1.53682
C -2.80845 -0.37284 0.76267
C -1.57570 0.21931 -1.50002
C -1.69964 -2.09559 -0.78110
C 0.40962 2.37519 2.02916
C 2.97119 -0.43572 -0.11999
C -1.80452 -0.66921 -0.29058
N 1.54939 1.75687 1.34431
Si 1.61662 0.00969 1.15604
H 1.44657 -1.20904 -1.44252
H 1.72749 0.37158 -1.92360
H 2.95206 -0.72781 -2.36688
H -2.92234 0.83725 0.79825
H -3.81456 -0.88919 0.51703
H -2.43403 -0.88992 1.63975
H -0.44134 0.29787 -1.71327
H -1.91924 1.31120 -1.27231
H -1.98334 -0.18514 -2.37035
H -1.66900 -2.89029 -0.00622
H -2.53508 -2.35354 -1.48258
H -0.72022 -2.22806 -1.29829
H -0.30701 1.71056 2.29822
H 0.97456 2.65051 2.97287
H 0.05894 3.34256 1.69202
H 3.82247 0.18909 -0.21090
H 3.41059 -1.37084 0.10504
H 1.67924 2.23795 0.44163
H 1.77266 -0.55420 2.55843
*
```